# 1
This record from the OMol25 dataset describes a structure of composition C34H66F3O32Rb2 at a distorted geometry. The level of theory is wB97M-V/def2-TZVPD.

Element x y z (Å)
O: -3.19602 -0.49430 5.22092
C: 1.84330 -2.59780 4.66660
H: -4.59372 6.32773 -2.49103
H: 2.36486 -4.91749 -1.62937
Rb: 4.53468 2.09328 0.44332
O: 3.55269 -2.43719 -4.51575
O: 2.71254 4.67718 0.01579
H: -0.53151 4.93682 -5.73118
C: 1.96696 -0.35105 -0.63175
H: -1.60775 -0.25988 3.81799
H: -4.08189 2.61089 7.33096
H: 0.26217 3.49679 -0.24775
O: 2.45248 -1.30742 -6.11879
C: 2.97000 -1.34957 -5.03760
H: 4.59250 6.46305 -1.25372
H: 1.99013 5.31989 2.29751
C: 1.67668 -3.28792 6.95774
H: 2.09188 -2.90361 7.88343
C: -2.33421 -3.88200 -4.62920
O: -4.39543 0.94422 6.25283
O: -3.83935 -1.03312 -0.07430
O: 0.96615 -3.56783 4.44923
H: -2.93421 1.31471 -1.98290
C: -0.12221 5.06075 -4.72764
C: 3.13774 1.15943 4.74646
H: -6.41435 -3.55965 1.44811
C: -6.12146 -3.66304 0.40564
H: -3.75725 2.41676 1.51285
H: -4.19357 -6.45421 -5.22324
O: -4.01952 5.60199 -0.64420
H: 0.10471 5.21189 0.26572
H: -4.09014 3.69231 2.69685
C: 6.58798 -6.13650 0.34844
C: -4.29933 4.55605 0.12128
C: 2.36922 4.89957 -1.12263
O: 1.30083 -0.17078 0.61016
H: 2.57130 -4.05065 -5.37592
C: 0.15613 1.41815 1.94518
O: -5.81649 -1.02247 0.92528
C: 4.44513 -5.77835 -0.56905
H: 2.89081 5.95246 3.71350
O: 3.50634 3.27947 3.03302
H: -5.80952 5.36963 -1.70073
H: -4.21449 -5.62559 -3.71902
O: -0.96012 4.47334 -3.74226
H: 6.35556 -5.82846 1.36848
O: 4.58728 -4.59660 -0.73347
O: 5.42176 -6.63452 -0.28216
O: -0.27607 2.40209 -4.35592
H: -4.80777 -4.71046 -5.06976
O: 2.66316 2.48591 4.95759
H: -5.29515 7.05619 -1.02843
H: -0.76293 4.50927 -1.21754
F: 1.96061 -2.03279 -2.34759
H: 1.10913 1.91293 2.14722
H: 0.58434 -3.23604 6.95659
C: -1.90869 -0.84738 4.67987
O: -2.76377 -5.03375 -5.11219
O: 1.81019 4.27662 4.11765
H: 1.46166 -5.53416 -0.27129
H: 4.27010 -4.35079 -4.81371
C: 0.47982 -3.76890 3.13948
H: 4.02433 0.96589 5.34785
C: -0.41473 -2.49571 -4.66571
H: 2.39201 0.49412 5.18555
H: -0.49105 2.29324 1.80470
C: -4.94033 -1.61812 0.38016
H: 0.65985 -4.77252 2.74553
C: -4.84540 2.24407 6.63319
C: 2.15006 -5.82431 -1.06204
H: -3.01458 -2.53638 -1.32792
H: 1.71154 0.38761 -1.40784
H: 7.32127 -6.93647 0.33024
H: 3.94699 -3.49051 -6.26970
H: 1.82777 -4.37287 6.93934
O: 3.33247 -6.47562 -0.60762
H: 4.96578 4.73889 -1.35452
O: -1.17881 -3.58239 -5.18546
C: 3.57375 -3.64089 -5.25147
C: 1.96537 5.49033 3.37421
C: 1.41268 -1.69416 -1.15314
H: 0.89395 4.68858 -4.61922
H: 0.21525 1.46522 -0.17418
H: -6.91416 -3.37015 -0.27589
H: 5.01689 5.73748 -2.81563
O: -4.92432 -2.92859 0.10683
H: -1.29530 -0.65981 5.56071
H: 1.66189 -6.51896 -1.74238
C: -3.40831 3.36934 1.90729
H: 1.09786 6.12124 3.54570
O: -2.87297 -3.22051 -3.76879
F: 0.08482 -1.68146 -1.28662
C: 0.11745 4.52777 -0.57726
H: 0.98828 -3.10651 2.43886
C: -3.41022 0.80196 5.39979
H: -2.22511 -2.17473 0.17702
O: -2.81460 1.70346 4.86858
C: 4.49707 5.57598 -1.87773
H: -1.17514 0.89526 -2.12684
H: 1.30226 0.55378 -4.42486
C: 0.17525 0.68822 0.59541
O: -5.32609 3.94419 0.18057
H: -0.84759 -1.50900 -4.81325
C: -5.04469 6.12035 -1.52126
C: -4.07311 -5.46482 -4.79415
H: -2.14538 -0.98658 -1.21537
H: 7.04877 -5.27659 -0.14340
H: -5.80855 -4.69369 0.25621
H: -2.45986 3.23371 2.42649
H: -4.76944 2.92446 5.78558
H: 0.50249 -2.59136 -5.23918
C: 2.79550 3.39941 4.02002
H: -2.23908 0.79799 -3.49783
F: 1.72663 -2.73711 -0.35002
O: 2.10408 -1.71283 3.89815
O: 3.14626 5.22491 -2.14783
H: -0.60330 -3.65845 3.12363
H: -0.21085 0.80574 2.75856
Rb: 5.36215 -1.90574 -1.58012
H: 2.61789 1.38611 -5.20918
C: 2.35357 0.81152 -4.32273
H: -0.80328 0.20241 0.52900
H: -5.78827 2.14165 7.15127
O: 1.11835 4.92033 -1.53557
C: -2.03612 1.37537 -2.59317
O: 3.29158 -0.34447 -0.43716
O: 2.29261 -2.56333 5.91686
C: -1.00006 3.15026 -3.74575
H: 2.53310 1.39392 -3.42513
O: -3.21399 4.34835 0.89372
H: -0.19166 -2.70619 -3.62213
H: -0.10699 6.14329 -4.60520
O: 3.13003 -0.38348 -4.15620
O: -1.87310 2.76595 -2.82814
H: 3.16290 0.90781 3.69059
C: -2.73624 -1.71034 -0.67184
H: -1.92202 -1.89059 4.38222

Cartesian forces, eV/Å:
-0.2857 -0.6408 -0.6061
-0.8818 1.2656 0.0813
0.2792 0.0651 0.1571
0.2620 -0.0703 0.1322
-0.6374 -0.0122 0.3995
0.7296 -0.0853 0.9318
0.6902 -0.3968 -0.0212
0.1548 -0.5779 0.0410
1.1982 -0.5205 0.2473
-0.1835 0.2902 0.1467
-0.3487 0.1369 0.1567
0.3426 0.1998 0.1429
-0.2401 0.2425 0.1520
0.2446 -0.5940 -0.6032
-0.2580 0.0234 0.0091
0.2966 -0.3146 0.0760
-0.7629 -1.1953 0.6390
-0.0796 0.1168 -0.0296
-0.3436 0.6000 1.1933
-1.1552 -0.9025 0.4741
-0.0751 1.2913 -0.2691
0.1304 -1.2021 0.6276
0.2123 -0.1095 0.2786
0.3381 0.6257 -0.4856
-0.5818 -0.7000 0.4915
-0.0760 0.3240 -0.0528
0.5724 -0.2934 0.1313
-0.0037 0.0607 -0.1367
-0.1319 0.2919 -0.5642
0.3553 -0.0929 -0.6686
-0.2467 0.0295 -0.0845
-0.2645 0.2022 -0.3643
0.5688 0.4850 0.1445
0.2615 0.4094 0.4861
-0.6636 0.5802 0.2307
-0.7040 0.5776 -0.5992
0.0219 -0.1162 0.3356
-0.2184 1.0798 -0.9868
-0.2866 0.1537 0.2566
0.3998 -0.7604 0.5335
-0.1237 0.3306 -0.1927
0.5819 0.4493 0.4549
-0.3798 0.3212 0.4904
0.3533 0.2596 0.0257
-0.4922 0.3723 -0.2406
0.0227 -0.1965 0.0538
0.0273 0.9102 -0.2545
0.0175 -0.2163 -0.0437
-0.1211 0.1505 -0.4161
-0.0624 -0.2501 -0.4298
-0.1836 0.6349 0.7463
-0.8756 -0.0822 -0.3671
-0.3209 0.4132 0.6289
-0.3561 0.1478 -0.0972
0.2520 -0.5470 0.2135
0.0953 0.6678 -0.0843
-0.1961 0.4254 0.7937
0.4542 -0.2806 -0.6374
0.1132 0.5329 0.7523
0.3036 -0.2713 0.3443
-0.2441 0.1495 0.5730
-0.0974 0.0060 -1.3422
0.4190 0.2634 -0.5665
0.5269 -0.6536 0.0922
-0.1522 0.2467 -0.0978
-0.4109 -0.2988 0.3205
0.2777 -0.5473 -0.5864
0.3090 -0.1918 0.7210
1.9701 0.3736 0.1096
-0.5330 0.4542 -1.0043
-0.2832 0.3326 -0.1649
-0.8188 0.3204 0.1342
-0.1600 -0.1248 0.1538
-0.0680 0.3156 0.0672
0.6041 0.1552 -0.3565
-0.3859 0.0984 -0.0511
0.1991 0.1370 0.0068
0.0819 -0.2853 -0.8113
-0.1160 -0.2264 -1.6142
0.1738 0.0815 -0.4528
1.1633 -0.5009 0.3070
-0.0399 -0.1181 -0.2553
0.3050 -0.3328 -0.3558
-0.1094 -0.0182 0.0788
-0.2854 -0.0306 -0.1637
-0.0753 -0.1622 0.1301
0.9390 -0.3239 -0.5572
-0.0632 -0.1061 0.1812
0.2329 -0.4836 0.9199
0.0493 -0.1231 0.5204
-0.1203 -0.1706 -0.2474
-0.2050 -0.0067 -0.2639
-0.3015 -0.4822 -0.7419
-0.3322 0.3374 0.1115
0.0084 0.5775 -0.2655
0.6467 0.2077 -0.3366
0.3859 0.1920 -0.1760
0.3967 -0.5488 0.5728
0.0966 0.3856 0.2189
-0.0330 0.0553 0.1956
-0.0469 0.6996 1.6903
-0.1705 -0.1626 -0.1791
-0.3044 -0.1339 0.0092
0.7998 -0.2269 0.1899
-0.4378 -0.0614 1.2392
-0.0079 0.1117 0.2190
-0.3290 -0.0403 -0.3044
-0.2944 -0.0548 -0.1867
0.0989 0.0083 -0.3445
-0.7056 -0.0725 -0.0490
0.0660 0.3700 0.0181
-1.0113 -1.6964 -1.9993
0.0629 0.3531 -0.2240
-0.2111 0.2323 0.1989
0.5716 -0.3123 -0.3651
0.0897 0.3147 -0.5514
0.0519 0.3938 0.0958
0.2462 0.0329 0.1683
-0.7968 -0.1185 0.0297
0.2957 -0.1569 -0.0211
-0.3904 -0.0730 -0.3213
0.2134 -0.4812 -0.4512
-0.2131 0.0013 -0.3781
0.3821 -0.2807 -0.1443
-0.5515 -0.6992 -0.2934
0.4910 -0.1731 -0.4364
0.3891 0.0100 -0.1223
0.8360 -0.5727 0.6862
-0.0821 0.0153 0.0148
-0.2506 -0.0790 -0.1670
-0.1435 0.3249 0.1081
-0.1491 -0.1191 0.6262
0.2871 0.5187 0.2382
-0.3609 0.2990 0.1203
0.5045 0.0741 0.0092
-0.3862 -1.3480 0.7990
-0.2325 -0.0891 0.3106

Output
- LUMO energy (eV) = -2.95
- molar mass (g/mol) = 1214.80
- HOMO energy (eV) = -10.67
- total charge = +1
- orbital gap (eV) = 7.719
- E_tot (Ha) = -4090.4590

Results of the Löwdin charge analysis, in e, for atoms 1 through 4:
1. O 0.008
2. C -0.603
3. H 0.088
4. H 0.080



# 2
This record from the OMol25 dataset describes a structure of composition C34H67BBiN10PS at a distorted geometry. The level of theory is wB97M-V/def2-TZVPD.

Element x y z (Å)
H: -2.97671 4.79446 3.08529
H: -2.32892 7.43998 2.89683
C: 2.44434 -5.90582 -3.96432
C: -3.50586 1.72335 1.67027
N: 0.86772 -2.35899 -4.09953
H: 0.70656 1.39067 -2.25613
Bi: 2.62845 -1.88753 -2.06920
H: 0.16717 -2.60220 -3.40540
H: -0.88565 2.96039 6.48853
N: 5.13757 -5.44485 0.77405
H: -1.99770 -2.41976 -1.51962
C: -4.52651 1.88185 2.80433
H: 3.72545 0.87233 -3.93766
H: 2.64263 2.46801 -1.11178
C: -5.83895 0.08624 1.47484
P: -2.02675 3.03008 1.61847
N: 2.97265 -4.86927 0.78432
H: -4.56311 7.71033 1.99853
B: -0.22042 -4.51194 -1.90492
H: -0.57936 -5.32593 -1.12575
H: 1.39343 0.50561 3.67830
H: -4.61467 4.15292 0.81291
H: -4.42530 -0.57263 -0.04347
H: -5.35311 -0.64031 2.12279
H: -1.13581 4.47419 4.29907
C: -2.40562 7.30786 1.80294
C: 2.99224 0.33724 -4.49504
N: 2.30224 -4.51155 -2.22979
C: -2.78375 4.74956 1.96118
C: -1.18425 2.49939 3.20312
H: -4.70234 2.46539 0.07073
H: 4.21706 -4.87461 -3.09166
N: 0.94774 -2.87984 -0.30254
C: 2.70289 1.46954 -1.61686
H: -0.86716 5.78902 2.11360
H: 4.38990 -2.68172 -4.27612
C: 3.16754 -5.04252 -3.11234
H: 5.05651 -1.27468 -3.69441
H: -6.47995 1.21875 3.33339
H: 2.10512 2.06744 4.13153
H: 7.03052 -4.52084 0.48967
H: 4.73816 -7.48631 0.64379
H: 0.75042 3.12296 2.44953
H: -2.99553 0.71491 1.91445
H: -1.02270 -4.18236 -2.82344
H: 1.17794 1.42454 6.12770
H: -0.74635 -1.27723 -5.19732
H: -4.02580 6.10877 -0.52339
H: -0.26242 0.12582 -3.54097
C: -4.13639 1.53057 0.26497
C: 3.04629 -6.24790 1.32518
H: 0.90151 -1.25402 -5.97979
H: 0.38932 0.84629 -4.98901
H: -1.29017 -0.51213 0.34461
H: 0.21916 1.50618 1.98353
N: 1.81966 0.19681 -3.54890
H: -1.74631 1.54380 3.35545
H: -1.61597 5.70556 0.47697
H: -5.50759 6.38754 0.28366
H: 0.23126 -6.40905 -3.80171
H: -1.64143 7.96542 1.32502
H: 1.09231 -1.40908 1.28426
C: 0.46259 1.57581 5.29242
H: 2.63942 1.02208 -5.30128
H: -0.30667 0.77571 5.39921
C: 1.11044 -5.85404 -3.57936
H: -5.74327 0.29115 -0.65707
C: -4.43080 6.19758 0.46280
N: 1.07450 -5.00551 -2.50921
H: 1.56178 2.29636 -3.38760
C: -0.23892 2.98971 5.57991
N: -0.10095 -3.23204 -1.08651
H: -3.35455 1.36820 -0.47368
C: 4.51541 -6.63030 1.31328
C: -1.80769 5.86002 1.55813
C: 0.54021 -1.82522 0.44754
H: 2.70947 -1.63387 -5.47107
H: 2.44166 -6.94260 0.76047
H: 7.00426 -6.02561 1.48843
C: -1.25112 3.39050 4.48405
N: 4.15486 -1.71170 -3.97341
H: -4.98245 4.93688 2.13676
C: -0.72028 -1.32975 -0.06207
H: 0.62681 3.70832 5.79763
H: -3.87672 8.35923 0.56348
C: 0.36362 -1.30117 -4.99720
C: 1.18286 1.52972 3.98077
C: -5.91618 1.38301 2.37635
H: -6.50423 2.21653 1.99144
C: -1.11735 -2.33298 -0.94743
N: 2.58371 0.39903 -0.64456
C: -4.19265 4.96933 1.34606
S: 4.56912 -2.93488 -0.15326
H: 6.89016 -6.13047 -0.25893
H: 0.98219 -3.21748 -4.66703
C: -3.83723 7.46713 1.20369
H: 5.00751 -6.79703 2.28309
C: 6.59081 -5.52551 0.59599
H: 2.84568 -6.39527 -4.86613
C: 0.54382 0.02881 -4.28909
H: 3.29355 0.51750 0.07664
H: 2.70192 -6.32827 2.32944
H: 4.21234 -0.66718 -5.82985
H: -6.85337 -0.25357 1.24905
C: 1.63890 1.39255 -2.74107
H: 3.69767 1.43131 -2.07905
H: -4.55045 2.93496 3.17731
C: -5.03355 0.28816 0.22264
C: 4.17970 -4.52865 0.36899
H: 1.62862 0.37104 -0.20625
H: 2.06348 -4.50883 0.47481
C: 3.50591 -0.97013 -5.05339
C: 0.30954 2.21438 2.86743
H: -4.12499 1.34228 3.68277
H: -2.26033 3.35404 4.99127

Cartesian forces, eV/Å:
0.5425 0.0305 -1.2734
-0.4313 0.3246 -0.4676
0.7389 -0.1327 -1.3860
1.6037 -0.7501 -0.2006
0.0133 -0.8158 -1.0740
-1.4615 -0.4537 0.6149
-0.8320 -1.4094 1.2120
-0.3916 -0.0919 -0.0889
1.1348 -0.2880 -0.2510
-0.9382 1.4034 -1.5027
-0.8296 -0.2284 -0.4459
0.3585 0.7524 0.3409
0.9908 0.2160 0.1378
-0.0727 -0.6846 -0.5198
-0.5091 1.0727 1.7305
-1.2242 -0.3080 -0.2664
0.0274 -2.0929 0.2465
0.3882 -0.1909 -0.0401
-1.4026 0.0043 -0.1238
-0.5732 -0.5874 0.0435
0.1915 -0.0816 0.1248
0.4580 -1.1150 -0.8908
0.3008 -0.3362 0.4592
-0.1093 -0.3430 0.0117
0.1210 -0.4566 -0.4656
0.9995 -1.4482 -0.5636
-2.5860 0.5643 -0.2738
0.0174 0.7196 -0.2618
-0.7870 -0.4486 1.6707
0.1998 0.1370 0.8533
0.2785 -0.7498 -0.4388
0.5799 0.2536 0.2021
-0.3887 -0.0662 1.2980
-0.0294 2.0171 -0.6822
-0.0077 -0.1348 -0.1964
-0.1672 0.8996 0.2795
-2.1121 -1.0431 -0.6885
-0.6972 -0.3547 -0.2920
0.3880 -0.5094 -0.8285
0.5112 0.1437 -0.3441
-0.2298 -0.4303 0.1167
-0.1605 0.2720 0.4547
0.1059 0.0490 0.2330
-0.1857 1.3857 -0.5431
0.4937 -0.6504 0.6582
-0.3961 -0.1184 -0.4356
1.0689 -0.8402 -0.0432
0.6551 -0.2659 -0.5912
0.3230 -0.1023 -0.1668
-0.3706 0.4696 0.7619
-0.3682 -0.5010 0.1993
-0.5649 -0.5477 0.8852
0.1076 0.2613 -0.2001
-0.1401 0.0530 -0.0802
0.4530 0.6619 0.6817
0.0212 -0.5761 -0.7624
0.8381 0.5580 0.4415
0.2046 0.2542 0.4458
0.4614 -0.2869 0.3614
-0.3734 -0.2061 -0.5742
-0.8435 -0.0608 0.4043
0.3181 -0.2066 -0.3448
-1.3322 0.5219 2.2165
0.4630 -0.4530 0.2079
0.4624 0.4623 -0.2375
1.6338 1.0142 1.8532
0.6906 0.5581 0.7262
0.4788 1.5658 1.4690
1.1598 0.1826 -1.3305
0.6439 -0.2740 0.4288
1.0479 -0.8550 0.4439
-0.2746 2.2841 -0.0403
0.1372 0.5421 -0.1524
0.6072 -0.2877 -0.4686
-0.8117 0.3837 -0.4404
-1.5843 1.0136 -1.6428
0.9176 0.8515 0.2483
-0.1424 -0.0206 -0.4343
-0.1854 0.4082 -0.2661
-0.9058 0.4667 0.2480
1.4232 -1.0496 0.2959
0.8233 0.7115 0.0188
1.2144 -1.7665 1.2320
-1.4083 -0.5916 -0.6144
0.1126 -0.3423 -0.0653
-0.3705 1.2765 -0.2924
-1.1333 0.8455 -0.7698
-0.4640 -0.2879 1.2438
0.1819 -0.0844 -0.8263
1.9215 0.4300 0.3373
-0.9253 -0.9132 0.0259
-1.5401 0.0559 0.3599
0.2381 0.4854 -0.9821
-0.3029 -0.0305 -0.1842
0.0038 0.3333 0.6604
-0.5334 0.0840 0.0318
-0.6569 -0.2747 -0.0786
0.0560 0.8939 0.2166
-0.2591 0.0029 0.8651
-0.2496 -0.2114 0.7332
-0.3024 -0.1684 0.0686
-0.5958 0.4588 0.8147
0.0338 -0.4706 -0.1410
0.2041 -0.0891 0.1367
1.7583 0.8929 0.4561
-0.0442 -0.0194 0.3317
-0.3037 -0.6221 -0.4847
-0.7712 0.3110 -1.7263
1.6069 -0.0859 1.2999
1.2738 0.2255 -0.3622
0.8252 0.5178 -0.1142
-0.3985 0.2786 -0.4420
-0.4971 -1.4379 -1.1553
-0.4117 -0.0770 -0.3500
0.7742 -0.2347 -0.9298

Output
- LUMO energy (eV) = -6.42
- molar mass (g/mol) = 898.81
- HOMO energy (eV) = -11.44
- total charge = +2
- orbital gap (eV) = 5.021
- E_tot (Ha) = -2861.7318

Results of the Löwdin charge analysis, in e, for atoms 1 through 4:
1. H 0.109
2. H 0.106
3. C -0.049
4. C -0.443



Among the records above, which one has the lowest LUMO energy?
C34H67BBiN10PS